(1)
A structure of composition C16H31ErN9S, computed with ωB97M-V/def2-TZVPD.

Geometry (Å):
Er 0.04 -0.12 -0.30
N -1.35 -2.05 0.51
C -1.65 -3.07 -0.53
C -0.45 -3.27 -1.41
N -0.11 -1.97 -2.05
H -0.83 -2.48 1.27
H -2.22 -1.74 0.94
H -2.49 -2.69 -1.12
H -1.96 -4.01 -0.09
H -0.65 -4.04 -2.15
H 0.41 -3.59 -0.82
H -0.88 -1.70 -2.66
H 0.68 -2.11 -2.68
N -0.24 2.36 -0.03
C 0.96 3.24 0.08
C 1.79 3.25 -1.19
C 2.49 1.96 -1.53
N 1.54 0.91 -2.03
H -0.83 2.67 -0.80
H -0.81 2.53 0.79
H 1.55 2.89 0.92
H 0.63 4.25 0.32
H 2.56 4.02 -1.08
H 1.18 3.59 -2.04
H 2.99 1.55 -0.65
H 3.25 2.13 -2.28
H 2.10 0.19 -2.49
H 0.98 1.30 -2.78
N 1.91 -0.86 2.90
C 0.74 -0.14 3.12
C 0.49 0.28 4.43
C -0.68 0.92 4.72
C -1.61 1.15 3.70
C -1.27 0.74 2.45
N -0.11 0.11 2.13
C 2.47 -1.46 1.79
C 3.60 -2.26 2.03
C 4.25 -2.86 0.99
C 3.78 -2.65 -0.32
C 2.68 -1.86 -0.47
N 2.00 -1.26 0.56
H 2.43 -1.03 3.75
H 1.22 0.07 5.21
H -0.88 1.24 5.74
H -2.56 1.64 3.89
H -1.98 0.89 1.63
H 3.94 -2.41 3.05
H 5.12 -3.48 1.17
H 4.27 -3.08 -1.18
H 2.31 -1.66 -1.46
N -4.42 -0.53 -2.94
C -3.30 0.17 -3.04
N -2.90 0.58 -4.23
S -2.40 0.57 -1.61
H -5.04 -0.67 -3.72
H -4.78 -0.74 -2.02
H -3.46 0.46 -5.06
H -2.11 1.21 -4.29

Results
- HOMO level (alpha / beta) (eV) = -16.94 / -16.94
- charge = +3
- lowest unoccupied orbital energy (alpha / beta) (Ha) = -0.2991 / -0.2980
- DFT total energy (eV) = -68945.4139
- spin multiplicity = 4



(2)
A structure of composition C27H44BrN3OP2Ti, computed with ωB97M-V/def2-TZVPD.

Geometry (Å):
C 2.32 3.65 -5.84
C 1.39 3.88 -4.80
C 0.47 4.93 -4.96
C 0.65 5.83 -6.02
N 1.61 5.67 -6.91
C 2.43 4.62 -6.85
C 1.38 3.08 -3.61
C 1.49 3.12 -2.35
C 1.44 2.63 -1.08
C 0.84 1.36 -1.11
C 1.51 0.34 -0.36
C 2.18 0.87 0.93
C 2.57 2.16 1.00
C 2.26 3.06 -0.03
Ti 0.40 -0.70 0.89
P -1.12 -2.34 -0.01
H -0.32 5.05 -4.22
H 2.98 2.79 -5.81
H -0.02 6.68 -6.10
H 3.19 4.51 -7.62
H 2.69 4.06 0.00
H 0.29 1.14 -2.04
H 3.19 2.55 1.84
H 1.39 -0.70 -0.81
C -1.41 -3.38 1.53
C -2.85 -3.83 1.76
H -1.06 -2.81 2.42
H -0.72 -4.24 1.45
H -2.83 -4.45 2.67
H -3.52 -2.98 1.94
H -3.26 -4.44 0.94
C -2.68 -1.59 -0.66
C -2.64 -1.36 -2.17
H -2.81 -0.64 -0.14
H -3.53 -2.24 -0.37
H -3.43 -0.65 -2.44
H -1.68 -0.95 -2.51
H -2.84 -2.30 -2.71
C -0.70 -3.66 -1.21
C -1.83 -4.67 -1.39
H 0.22 -4.15 -0.84
H -0.46 -3.14 -2.15
H -1.59 -5.25 -2.29
H -1.89 -5.37 -0.53
H -2.82 -4.18 -1.53
Br 3.63 0.71 3.02
P -0.77 0.74 2.45
C -2.39 -0.06 2.34
C -3.52 0.13 3.34
H -2.21 -1.16 2.20
H -2.77 0.29 1.36
H -4.44 -0.39 3.00
H -3.32 -0.24 4.35
H -3.77 1.19 3.44
C -0.02 0.67 4.12
C -0.17 1.85 5.10
H 1.09 0.61 3.90
H -0.28 -0.28 4.61
H 0.48 1.68 5.97
H 0.15 2.77 4.60
H -1.17 2.00 5.51
C -0.70 2.38 1.57
C -1.81 3.42 1.80
H -0.57 2.20 0.49
H 0.28 2.81 1.87
H -1.55 4.33 1.23
H -2.80 3.10 1.46
H -1.87 3.69 2.86
C 2.94 -4.11 -1.02
N 3.58 -3.51 0.14
C 3.18 -2.50 0.97
N 4.11 -2.01 1.80
O 1.97 -2.05 1.01
H 2.03 -3.56 -1.24
H 2.72 -5.17 -0.82
H 3.63 -4.07 -1.89
H 4.57 -3.75 0.26
H 3.83 -1.25 2.42
H 5.06 -2.38 1.83

Results
- HOMO level (alpha / beta) (eV) = -13.10 / -13.22
- charge = +2
- ΔE to the lowest compared entry with this formula, charge and spin (eV) = 5.216
- lowest unoccupied orbital energy (alpha / beta) (Ha) = -0.2672 / -0.2643
- DFT total energy (eV) = -146945.5540
- spin multiplicity = 3



(3)
A cluster of 2 separate species, C4H12 in total, computed with ωB97M-V/def2-TZVPD.

Geometry (Å):
C 1.61 0.03 -1.43
C 1.31 -1.46 -1.09
H 2.69 0.18 -1.29
H 1.32 0.33 -2.45
H 1.12 0.72 -0.75
H 2.22 -2.00 -0.76
H 0.55 -1.57 -0.33
H 0.99 -1.89 -2.03
C -0.83 0.27 1.03
C -2.11 1.03 1.51
H -0.89 -0.80 1.11
H -0.59 0.70 0.04
H -0.02 0.75 1.57
H -1.92 2.06 1.23
H -2.36 0.89 2.57
H -3.09 0.75 1.06

Results
- HOMO level (eV) = -11.49
- charge = 0
- ΔE to the lowest compared entry with this formula, charge and spin (eV) = 0.605
- lowest unoccupied orbital energy (Ha) = 0.0428
- SMILES = CC.CC
- DFT total energy (eV) = -4341.9232



(4)
A structure of composition C35H54BrCrN3OP2, computed with ωB97M-V/def2-TZVPD.

Geometry (Å):
N -1.57 8.71 -4.25
C -0.43 8.03 -4.18
C -0.30 6.89 -3.38
C -1.40 6.40 -2.63
C -2.58 7.20 -2.67
C -2.60 8.33 -3.51
C -1.31 5.09 -1.97
Cr -0.62 -0.29 -0.09
P -1.98 -4.02 -0.76
C -2.37 4.36 -1.50
C -2.36 2.92 -1.45
C -3.50 2.17 -1.76
C -3.32 0.92 -2.40
C -2.05 0.53 -2.86
C -0.93 1.01 -2.05
C -1.12 2.26 -1.40
Br -1.89 -0.79 -4.18
H -0.29 4.72 -1.93
H -3.32 4.87 -1.38
H 0.67 6.37 -3.40
H -3.47 6.92 -2.12
H 0.40 8.38 -4.80
H -3.51 8.96 -3.61
H -4.44 2.74 -1.69
H -0.33 2.84 -0.96
H -4.20 0.31 -2.62
H 0.12 0.70 -2.12
P -1.25 0.20 2.02
C -1.60 -4.76 -2.40
C -2.64 -5.75 -2.96
H -0.66 -5.32 -2.30
H -1.37 -3.95 -3.11
H -2.45 -6.00 -4.01
H -2.59 -6.69 -2.41
H -3.67 -5.38 -2.88
C -3.29 -2.74 -0.79
C -4.60 -3.40 -0.28
H -3.42 -2.33 -1.81
H -3.02 -1.89 -0.12
H -5.43 -2.69 -0.33
H -4.87 -4.29 -0.87
H -4.50 -3.71 0.77
C -0.45 -3.44 -0.03
C -0.16 -4.44 1.11
H -0.54 -2.37 0.35
H 0.34 -3.44 -0.80
H 0.06 -3.88 2.03
H -1.05 -5.06 1.31
H 0.67 -5.08 0.88
C -0.27 -0.41 3.40
C -0.76 0.24 4.69
H 0.79 -0.20 3.20
H -0.37 -1.51 3.41
H -0.27 1.20 4.88
H -1.85 0.42 4.69
H -0.56 -0.41 5.55
C -3.00 -0.20 2.22
C -3.94 0.75 1.50
H -3.24 -0.25 3.29
H -3.12 -1.22 1.83
H -3.79 1.79 1.81
H -3.81 0.72 0.41
H -4.98 0.49 1.72
C -1.06 2.01 1.97
C 0.34 2.53 2.26
H -1.80 2.44 2.66
H -1.37 2.34 0.96
H 0.42 3.57 1.93
H 0.56 2.52 3.34
H 1.13 1.95 1.74
C 6.49 -0.53 3.72
C 6.52 -1.68 2.72
N 5.59 -1.54 1.61
C 6.01 -2.11 0.33
C 5.25 -3.33 -0.16
C 4.24 -1.44 1.95
O 3.80 -1.64 3.07
C 3.37 -1.02 0.80
C 3.84 -0.19 -0.25
C 3.11 -0.16 -1.44
C 1.87 -0.75 -1.44
N 1.28 -1.09 -0.26
C 2.06 -1.44 0.79
H 6.66 0.43 3.21
H 7.27 -0.69 4.48
H 5.53 -0.50 4.23
H 7.52 -1.75 2.28
H 6.32 -2.62 3.27
H 5.97 -1.32 -0.43
H 7.07 -2.35 0.47
H 4.36 -3.04 -0.72
H 5.89 -3.89 -0.85
H 4.99 -3.98 0.68
H 4.75 0.40 -0.13
H 3.49 0.31 -2.34
H 1.29 -0.97 -2.36
H 1.61 -2.03 1.61

Results
- HOMO level (alpha / beta) (eV) = -12.09 / -12.09
- charge = +2
- ΔE to the lowest compared entry with this formula, charge and spin (eV) = 2.145
- lowest unoccupied orbital energy (alpha / beta) (Ha) = -0.2713 / -0.2389
- DFT total energy (eV) = -160712.6565
- spin multiplicity = 5



(5)
A cluster of 3 separate species, C3H14NO2S2 in total, computed with ωB97M-V/def2-TZVPD.

Geometry (Å):
N -1.69 0.20 -0.03
C -0.44 0.16 -0.99
C -0.46 -1.22 -1.70
C 0.89 0.33 -0.24
S 0.78 1.86 0.86
S 0.19 1.17 2.78
H -2.50 -0.09 -0.60
H -1.63 -0.24 0.94
H -1.80 1.20 0.32
H -0.54 0.94 -1.82
H -1.53 -1.77 -1.63
H -0.25 -1.17 -2.86
H 0.24 -1.93 -1.31
H 1.09 -0.68 0.32
H 1.77 0.55 -0.92
H 1.30 0.95 3.45
H 3.79 -3.26 -5.22
H 2.56 -2.60 -4.89
O 3.35 -2.83 -4.53
H -3.90 -1.20 1.65
H -3.13 -2.34 0.94
O -3.23 -1.41 0.93

Results
- HOMO level (eV) = -13.19
- charge = +1
- ΔE to the lowest compared entry with this formula, charge and spin (eV) = 1.977
- lowest unoccupied orbital energy (Ha) = -0.1133
- DFT total energy (eV) = -30586.2174



(6)
An isolated molecule of C6H5ClS, computed with ωB97M-V/def2-TZVPD.

Geometry (Å):
C 1.17 0.15 0.50
C 0.63 1.57 0.32
C -0.65 1.59 -0.02
C -1.17 0.27 -0.09
C -0.12 -0.65 0.24
C -0.32 -1.97 0.35
H 1.48 0.04 1.57
H 1.13 2.55 0.70
H -1.26 2.47 -0.07
H -1.28 -2.36 0.07
H 0.60 -2.62 0.57
S -2.75 -0.13 -0.24
Cl 2.71 -0.22 -0.40

Results
- HOMO level (eV) = -8.80
- charge = 0
- ΔE to the lowest compared entry with this formula, charge and spin (eV) = 0.726
- lowest unoccupied orbital energy (Ha) = -0.0422
- SMILES = C=C1C(=S)C=C[C@@H]1Cl
- DFT total energy (eV) = -29658.9180



(7)
A cluster of 6 separate species, H12O6 in total, computed with ωB97M-V/def2-TZVPD.

Geometry (Å):
H 2.12 -1.13 0.96
H 2.06 0.31 1.24
H -0.36 0.44 3.65
H -0.77 0.95 2.33
H 0.78 -1.80 -3.37
H -0.48 -1.78 -2.45
H -1.69 2.39 -0.26
H -1.48 2.86 1.05
H -0.14 -2.80 -1.12
H -0.50 -2.28 0.34
H 0.10 1.02 -0.76
H 0.05 1.96 -1.96
O 2.65 -0.46 1.33
O -0.03 0.93 2.93
O -0.15 -1.59 -3.30
O -1.45 2.08 0.61
O -0.51 -3.01 -0.24
O -0.19 1.88 -0.98

Results
- HOMO level (eV) = -10.74
- charge = 0
- ΔE to the lowest compared entry with this formula, charge and spin (eV) = 3.242
- lowest unoccupied orbital energy (Ha) = -0.0029
- SMILES = O.O.O.O.O.O
- DFT total energy (eV) = -12477.8722



(8)
A cluster of 7 separate species, C25H44N2O15 in total, computed with ωB97M-V/def2-TZVPD.

Geometry (Å):
C 8.40 1.06 -25.35
C 9.66 1.23 -24.50
C 10.56 2.47 -24.94
O 10.15 3.46 -23.94
C 9.41 2.83 -23.00
O 8.75 3.46 -22.11
O 9.35 1.54 -23.22
H 7.72 0.32 -25.00
H 8.61 0.81 -26.40
H 7.85 2.00 -25.48
H 10.32 0.37 -24.55
H 10.20 2.78 -25.89
H 11.60 2.34 -24.88
C 13.11 0.29 -22.94
C 14.25 1.16 -23.37
C 14.57 1.14 -24.87
O 14.82 2.45 -25.17
C 14.38 3.25 -24.16
O 14.17 4.46 -24.17
O 14.01 2.60 -23.15
H 13.20 0.05 -21.75
H 13.22 -0.65 -23.33
H 12.14 0.69 -23.03
H 15.05 0.97 -22.70
H 13.75 0.84 -25.50
H 15.41 0.43 -25.07
C 4.49 1.54 -27.95
O 4.91 0.63 -26.97
C 5.32 -0.66 -27.34
O 5.04 -1.22 -28.57
O 5.98 -1.23 -26.42
C 6.63 -2.53 -26.63
H 5.39 1.89 -28.57
H 3.94 2.23 -27.34
H 3.91 1.05 -28.74
H 6.85 -3.00 -25.70
H 7.42 -2.45 -27.35
H 5.89 -3.12 -27.14
C 13.99 -5.61 -24.52
O 14.87 -5.31 -23.49
C 14.85 -3.91 -23.27
O 14.05 -2.90 -23.90
O 15.90 -3.46 -22.52
C 16.18 -2.07 -22.49
H 14.26 -6.54 -25.00
H 13.96 -4.89 -25.38
H 13.02 -5.76 -24.13
H 16.10 -1.84 -21.49
H 15.71 -1.38 -23.10
H 17.24 -1.94 -22.69
C 2.10 -1.85 -21.79
O 3.30 -2.45 -21.54
C 4.26 -2.23 -22.47
O 3.98 -1.88 -23.79
O 5.46 -2.39 -22.07
C 6.58 -2.24 -23.04
H 1.43 -2.02 -20.94
H 1.51 -2.31 -22.56
H 2.18 -0.87 -22.23
H 6.70 -1.25 -23.46
H 6.49 -3.07 -23.72
H 7.53 -2.52 -22.53
C 9.58 -2.86 -24.99
C 11.09 -2.36 -24.87
C 11.71 -1.87 -26.23
C 11.35 -0.59 -26.78
N 11.07 0.42 -27.27
H 9.01 -1.93 -24.95
H 9.23 -3.52 -24.24
H 9.19 -3.22 -25.91
H 11.62 -3.23 -24.49
H 11.27 -1.69 -24.06
H 11.44 -2.64 -27.01
H 12.85 -1.85 -26.14
C 9.74 -1.16 -21.86
C 10.15 -2.40 -21.02
C 11.45 -3.09 -21.47
C 11.17 -4.27 -22.28
N 10.91 -5.18 -22.89
H 8.95 -0.57 -21.41
H 9.46 -1.44 -22.89
H 10.55 -0.44 -21.95
H 9.34 -3.15 -21.20
H 9.98 -2.18 -19.91
H 11.83 -3.51 -20.61
H 12.19 -2.36 -21.88

Results
- HOMO level (eV) = -10.16
- charge = 0
- ΔE to the lowest compared entry with this formula, charge and spin (eV) = 3.260
- lowest unoccupied orbital energy (Ha) = -0.0043
- SMILES = C[C@H]1COC(=O)O1.C[C@H]1COC(=O)O1.COC(=O)OC.COC(=O)OC.COC(=O)OC.CCCC#N.CCCC#N
- DFT total energy (eV) = -60323.5844



DFT total energy of number 6 (C6H5ClS)?
-29658.9180 eV



What did the sixth record say?
An isolated molecule of C6H5ClS, computed with ωB97M-V/def2-TZVPD.

Geometry (Å):
C 1.17 0.15 0.50
C 0.63 1.57 0.32
C -0.65 1.59 -0.02
C -1.17 0.27 -0.09
C -0.12 -0.65 0.24
C -0.32 -1.97 0.35
H 1.48 0.04 1.57
H 1.13 2.55 0.70
H -1.26 2.47 -0.07
H -1.28 -2.36 0.07
H 0.60 -2.62 0.57
S -2.75 -0.13 -0.24
Cl 2.71 -0.22 -0.40

Results
- HOMO level (eV) = -8.80
- charge = 0
- ΔE to the lowest compared entry with this formula, charge and spin (eV) = 0.726
- lowest unoccupied orbital energy (Ha) = -0.0422
- SMILES = C=C1C(=S)C=C[C@@H]1Cl
- DFT total energy (eV) = -29658.9180



Which of these has the highest DFT total energy?
C4H12